No. 1
Below is a structure of composition C39H41ClEuIN4O2Sb in a non-equilibrium geometry, with properties calculated with the ωB97M-V functional and the def2-TZVPD basis.

spin multiplicity	8
gap between HOMO and LUMO (alpha / beta)	6.51 / 6.77	eV
HOMO energy (alpha / beta)	-6.4 / -6.7	eV
E_tot	-97651.1298	eV

The geometry in XYZ format:
```
90
Properties=species:S:1:pos:R:3:forces:R:3:lowdin_spin:R:1
Eu 0.158 0.355 0.142 0.78 0.26 -0.99 7.027
Cl 6.963 -2.333 1.866 -0.50 -0.02 -0.50 0.000
C 5.540 -1.827 0.938 -0.01 0.97 0.88 0.000
C 5.166 -2.459 -0.196 0.48 -1.15 -0.53 0.000
C 4.033 -2.086 -0.929 0.49 -0.88 -1.23 0.000
I 3.766 -3.224 -2.766 -0.26 0.76 1.12 0.000
C 3.154 -1.135 -0.481 -2.07 0.91 1.69 0.000
O 1.919 -0.967 -0.819 0.63 0.07 -0.80 -0.011
C 3.604 -0.369 0.707 -0.42 0.60 0.39 0.000
N 2.772 0.669 1.187 0.40 -1.62 -2.31 -0.004
C 3.192 1.422 2.130 1.27 -0.01 1.97 0.001
C 4.413 1.131 2.906 -1.23 1.02 0.08 0.000
C 5.149 0.054 2.556 1.28 -1.05 0.37 0.000
C 4.775 -0.691 1.399 0.60 -0.78 -0.20 0.000
H 5.680 -3.365 -0.545 0.11 0.62 0.27 0.000
H 2.513 2.234 2.409 0.43 -0.08 0.15 0.000
H 4.648 1.750 3.792 -0.14 -0.40 -0.71 0.000
H 6.067 -0.364 3.110 -1.60 1.18 -0.72 0.000
C 1.270 -1.078 -5.281 -0.01 -0.91 -0.42 0.000
C 0.091 -0.130 -5.369 0.35 0.61 1.11 0.000
Sb -0.087 0.913 -3.451 0.31 -0.35 0.40 -0.001
C 1.887 1.829 -3.241 0.79 -1.27 -1.01 0.001
C 2.084 2.956 -4.253 0.19 0.45 1.46 0.000
C -1.315 2.478 -4.298 0.12 -1.24 -0.13 -0.001
C -2.553 1.704 -4.759 -0.31 1.70 -0.93 0.000
H 1.389 -1.548 -6.264 0.29 -0.06 0.07 0.000
H 1.136 -1.930 -4.567 0.10 0.94 -0.29 0.000
H 2.192 -0.528 -5.058 -0.11 -0.31 0.09 0.000
H -0.862 -0.655 -5.489 0.26 0.19 -0.38 0.000
H 0.290 0.653 -6.116 -0.43 -0.40 -0.05 0.000
H 2.737 1.061 -3.269 -1.38 0.79 -0.02 0.000
H 1.834 2.206 -2.240 0.14 0.34 0.61 0.001
H 1.730 2.730 -5.216 -0.57 -0.50 -1.38 0.000
H 3.117 3.269 -4.389 0.17 0.06 0.28 0.000
H 1.495 3.796 -3.883 0.13 0.26 -0.22 0.000
H -0.765 2.895 -5.137 -0.13 0.26 -0.04 0.000
H -1.568 3.201 -3.568 0.02 0.90 0.68 0.000
H -2.191 0.973 -5.463 -0.55 -0.19 -0.66 0.000
H -3.349 2.395 -5.183 0.98 -0.91 0.13 0.000
H -3.035 1.169 -3.974 -0.32 -0.41 0.78 0.000
N -0.467 2.687 -0.747 -0.16 0.16 0.00 -0.015
C -1.718 2.709 -0.620 -0.08 -0.41 0.60 0.001
C -2.440 1.478 -0.096 -1.67 0.19 -0.43 -0.002
C -3.069 0.519 -1.007 1.50 1.35 1.60 0.000
C -3.650 -0.578 -0.450 -2.20 -1.68 0.25 0.002
C -3.716 -0.739 0.949 -0.99 -1.67 -0.20 0.003
C -3.225 0.218 1.779 0.84 0.57 0.38 0.002
C -2.622 1.383 1.304 0.08 -1.14 -1.73 0.000
C -2.673 3.880 -0.755 2.83 1.09 -0.23 0.000
C -3.973 3.782 -1.009 -3.05 -0.02 -0.98 0.000
C -4.825 4.861 -1.273 -0.54 0.33 -0.72 0.000
C -4.315 6.142 -1.243 1.40 -0.47 0.24 0.000
C -2.943 6.302 -0.980 0.17 0.30 0.77 0.000
C -2.160 5.170 -0.758 0.01 1.18 0.04 0.000
H -3.058 0.672 -2.080 0.15 0.09 0.24 0.000
H -4.292 -1.313 -1.028 1.26 0.93 0.34 0.000
H -4.247 -1.641 1.393 0.86 1.21 -0.72 0.000
H -3.171 0.057 2.826 -0.52 -0.19 0.90 0.000
H -2.282 2.128 2.017 0.16 0.13 -0.36 0.001
H -4.384 2.836 -1.193 -0.68 -1.43 0.15 0.000
H -5.860 4.715 -1.663 0.89 -0.12 0.68 0.000
H -4.866 7.012 -1.474 -0.87 0.65 -0.15 0.000
H -2.513 7.335 -0.838 -0.40 -1.29 -0.48 0.000
H -1.115 5.283 -0.607 0.84 0.06 0.19 0.000
C 0.163 -4.193 5.416 -0.97 1.00 1.81 0.000
N -0.370 -3.002 4.760 1.67 -0.69 -1.32 0.000
N 0.356 -2.557 3.638 0.55 -0.11 -0.54 0.001
C -0.053 -1.264 3.282 -0.95 -0.84 1.14 0.001
O 0.242 -0.703 2.231 0.38 -0.04 -0.01 -0.009
C -0.943 -0.917 4.311 -1.08 1.58 1.06 0.000
C -1.028 -1.952 5.210 -0.80 1.03 1.89 0.000
C -1.636 -1.909 6.627 1.64 3.03 -1.47 0.000
C 0.560 -3.433 2.528 2.04 1.16 0.02 0.000
C -0.532 -4.002 1.985 -2.43 -1.98 1.14 0.000
C -0.435 -4.828 0.886 1.86 1.71 -0.38 0.000
C 0.785 -4.819 0.228 0.40 -1.58 -1.82 0.000
C 1.936 -4.208 0.730 -0.92 -0.03 0.68 0.000
C 1.815 -3.470 1.895 -0.59 -0.23 0.12 0.000
H 0.178 -4.960 4.690 0.52 -0.85 -0.69 0.000
H -0.571 -4.507 6.183 0.27 0.22 -0.40 0.000
H 1.111 -4.019 5.958 -0.25 -0.05 -0.67 0.000
H -1.514 0.023 4.400 0.67 -0.68 -0.06 0.000
H -2.126 -0.887 6.669 -0.08 -1.53 0.09 0.000
H -0.828 -1.796 7.386 -0.46 -0.62 -0.54 0.000
H -2.256 -2.738 6.768 -1.10 -0.97 0.65 0.000
H -1.461 -4.013 2.597 0.49 0.38 -0.67 0.000
H -1.254 -5.273 0.425 -1.33 -0.81 -0.42 0.000
H 0.825 -5.380 -0.752 0.22 0.64 1.23 0.000
H 2.913 -4.326 0.309 0.11 0.07 -0.59 0.000
H 2.669 -2.916 2.252 0.01 0.05 0.38 0.000
```
Forces are in eV/Å.

No. 2
Below is a cluster of 2 separate species, BH3O2S in total in a non-equilibrium geometry, with properties calculated with the ωB97M-V functional and the def2-TZVPD basis.

spin multiplicity	3
gap between HOMO and LUMO (alpha / beta)	5.96 / 7.56	eV
HOMO energy (alpha / beta)	-5.7 / -9.9	eV
E_tot	-15651.6199	eV

The geometry in XYZ format:
```
7
Properties=species:S:1:pos:R:3:forces:R:3:nbo_charge:R:1
B 0.573 0.365 0.049 -1.26 -2.34 0.17 0.455
O 0.354 1.621 -0.092 0.84 3.44 -0.33 -0.918
O -1.543 -1.044 0.178 0.02 -1.14 0.67 -0.376
S 1.957 -0.683 0.124 1.56 0.20 -0.04 -0.238
H -0.486 2.077 -0.118 -0.08 -0.51 0.08 0.521
H -2.152 -0.504 -0.319 -0.74 0.60 -0.62 0.405
H 1.297 -1.832 0.177 -0.34 -0.26 0.07 0.151
```
Forces are in eV/Å.

No. 3
Below is a structure of composition C7H7FeO6S in a non-equilibrium geometry, with properties calculated with the ωB97M-V functional and the def2-TZVPD basis.

spin multiplicity	5
gap between HOMO and LUMO (alpha / beta)	5.48 / 7.17	eV
charge	+1
HOMO energy (alpha / beta)	-10.2 / -13.3	eV
E_tot	-64866.5286	eV

The geometry in XYZ format:
```
22
Properties=species:S:1:pos:R:3:forces:R:3:nbo_charge:R:1
O 5.088 -0.133 -1.853 -2.13 -1.33 1.85 -0.429
C 4.267 -0.568 -1.180 3.05 0.73 -1.93 0.484
Fe 1.184 0.076 -0.213 -0.58 1.03 -0.51 0.555
O 2.798 1.827 -1.845 -0.85 -3.46 2.38 -0.383
C 2.420 0.932 -1.198 1.54 6.15 -4.42 0.474
C 1.624 -1.406 0.883 0.12 -2.78 3.36 0.003
O 0.818 -2.035 1.569 0.66 0.98 -1.12 -0.429
C 1.870 0.620 1.366 1.53 1.59 4.54 0.437
O 2.226 1.128 2.356 -0.67 -1.40 -2.10 -0.378
C 0.654 -1.140 -1.403 -3.68 -4.58 -3.28 0.545
O -0.106 -1.795 -1.993 2.78 2.05 1.52 -0.399
H 2.656 -1.781 0.679 -0.41 0.36 -0.47 0.255
C -2.649 -0.959 0.287 0.06 0.22 -0.22 -0.797
S -2.005 0.483 -0.588 0.04 -0.11 0.66 1.255
C -2.864 1.758 0.325 -0.05 0.11 -0.19 -0.795
O -0.569 0.637 -0.006 -1.55 0.57 -0.04 -0.972
H -3.730 -0.965 0.108 0.20 -0.15 0.00 0.261
H -2.432 -0.844 1.355 0.03 -0.07 -0.25 0.262
H -2.170 -1.849 -0.140 -0.21 0.24 0.20 0.263
H -2.687 1.594 1.385 0.10 0.06 0.04 0.256
H -2.457 2.717 -0.009 -0.11 -0.18 0.10 0.268
H -3.935 1.705 0.114 0.14 -0.02 -0.12 0.263
```
Forces are in eV/Å.

The highest E_tot belongs to which entry?
BH3O2S